Record 1
8
Properties=species:S:1:pos:R:3:forces:R:3 method="wB97M-V/def2-TZVPD" smiles="C=C(F)I.I" max_force_ha_per_bohr=0.0703 relative_energy_kcal_mol=14.4 total_charge=0 total_energy_ev=-21039.9848 e_homo_ev=-9.53
C 1.179 0.077 0.115 -2.0 -0.8 2.2
C 0.481 0.902 -0.581 -0.5 2.1 -1.1
F 0.966 1.412 -1.739 -0.3 -0.3 0.2
I -2.169 -2.264 0.023 0.0 0.1 0.2
I -1.253 1.904 0.008 0.1 -0.3 -0.1
H -2.072 -1.325 1.339 0.0 -0.2 -0.3
H 2.045 -0.327 -0.188 3.1 -1.0 -1.5
H 0.823 -0.378 1.023 -0.4 0.3 0.2



Record 2
32
Properties=species:S:1:pos:R:3:forces:R:3 method="wB97M-V/def2-TZVPD" max_force_ha_per_bohr=0.0036 multiplicity=5 total_charge=0 total_energy_ev=-60330.1072 s2=6.029 e_homo_ev="-7.69 / -8.88"
Ir -1.880 -0.179 -2.085 -0.1 0.0 0.1
C 3.586 -1.061 2.371 0.0 0.0 0.0
Si 1.776 -0.745 2.026 0.0 0.0 0.0
C 1.268 0.880 2.783 0.0 0.0 0.0
C 0.757 -2.160 2.685 0.0 0.0 0.0
C 1.575 -0.654 0.141 0.0 0.0 0.0
C 2.671 -0.735 -0.711 0.1 0.0 -0.1
C 2.538 -0.666 -2.096 0.0 0.0 0.0
C 1.278 -0.521 -2.627 0.0 0.0 0.1
N 0.206 -0.440 -1.831 0.1 0.1 -0.1
C 0.334 -0.497 -0.487 0.1 0.0 0.0
S -1.240 -0.325 0.261 0.0 0.0 0.0
H 3.742 -1.127 3.450 0.0 0.0 0.0
H 4.224 -0.255 2.000 0.0 0.0 0.0
H 3.931 -2.001 1.934 0.0 0.0 0.0
H 1.416 0.845 3.865 0.0 0.0 0.0
H 0.219 1.107 2.591 0.0 0.0 0.0
H 1.871 1.701 2.388 0.0 0.0 0.0
H 0.895 -2.246 3.765 0.0 0.0 0.0
H 1.063 -3.105 2.231 0.0 0.0 0.0
H -0.307 -2.019 2.490 0.0 0.0 0.0
H 3.663 -0.851 -0.291 0.0 0.0 0.0
H 3.396 -0.727 -2.750 0.0 0.0 0.0
H 1.095 -0.472 -3.691 0.0 0.0 0.0
S -4.165 -0.418 -2.219 0.1 0.0 0.0
C -4.753 1.166 -2.299 -0.1 0.1 0.0
C -6.176 1.328 -2.405 0.1 0.0 0.0
N -7.317 1.440 -2.478 0.0 0.0 0.0
C -3.929 2.284 -2.253 -0.2 0.0 0.0
S -2.243 2.214 -2.102 0.0 0.0 0.0
C -4.521 3.592 -2.308 0.1 -0.1 0.0
N -4.974 4.647 -2.349 0.0 0.0 0.0



Record 3
60
Properties=species:S:1:pos:R:3:forces:R:3 method="wB97M-V/def2-TZVPD" max_force_ha_per_bohr=0.0123 relative_energy_kcal_mol=4.1 total_charge=-1 total_energy_ev=-153738.5874 e_homo_ev=-3.76
Ni -2.440 0.447 1.342 -0.5 -0.1 0.1
S 2.611 1.084 6.291 0.1 0.0 0.1
C 1.328 0.915 5.262 -0.1 0.0 -0.1
S 0.481 2.241 4.558 0.0 0.1 0.0
C -0.639 1.333 3.569 0.1 -0.2 0.1
C -0.534 -0.011 3.656 0.2 0.2 0.2
S -1.572 -1.097 2.807 -0.1 -0.1 -0.3
S 0.697 -0.596 4.745 0.0 -0.1 0.0
S -1.830 2.121 2.577 0.0 0.4 0.1
F 3.252 6.061 -0.712 0.0 0.0 0.0
C 2.604 4.877 -0.567 0.0 0.0 0.0
C 2.502 4.040 -1.658 0.0 0.0 0.0
C 1.840 2.828 -1.503 0.0 0.0 0.0
C 1.292 2.456 -0.278 -0.1 0.1 0.0
C 1.400 3.346 0.790 0.0 0.0 0.0
C 2.064 4.558 0.660 0.0 0.0 0.0
Sb 0.205 0.628 0.045 0.6 0.0 -0.2
C 0.553 -0.186 -1.930 0.0 0.0 0.0
C -0.556 -0.403 -2.745 0.0 0.0 0.0
C -0.427 -0.951 -4.017 0.0 0.0 0.0
C 0.836 -1.276 -4.461 0.0 0.0 0.0
F 0.977 -1.813 -5.698 0.0 0.0 0.0
C 1.967 -1.074 -3.694 0.0 0.0 0.0
C 1.812 -0.528 -2.426 0.0 0.0 0.0
C 1.887 -0.416 0.925 0.0 0.0 0.0
C 2.146 -1.757 0.648 0.0 0.0 0.0
C 3.135 -2.461 1.325 0.0 0.0 0.0
C 3.857 -1.802 2.298 0.0 0.0 0.0
F 4.820 -2.484 2.966 0.0 0.0 0.0
C 3.627 -0.481 2.621 0.0 0.0 0.0
C 2.637 0.200 1.926 0.0 0.1 0.0
H 2.929 4.338 -2.607 0.0 0.0 0.0
H 1.754 2.172 -2.360 0.0 0.0 0.0
H 0.945 3.108 1.745 0.0 0.0 0.0
H 2.154 5.248 1.489 0.0 0.0 0.0
H -1.545 -0.128 -2.392 0.0 0.0 0.0
H -1.284 -1.121 -4.656 0.0 0.0 0.0
H 2.939 -1.341 -4.088 0.0 0.0 0.0
H 2.692 -0.371 -1.813 0.0 0.0 0.0
H 1.573 -2.276 -0.113 0.0 0.0 0.0
H 3.342 -3.502 1.114 0.0 0.0 0.0
H 4.189 -0.005 3.415 0.0 0.0 0.0
H 2.447 1.234 2.192 0.0 0.0 0.0
N -4.409 -4.283 -2.051 0.0 0.0 0.0
C -3.990 -3.243 -1.252 0.0 0.0 0.0
C -4.886 -2.290 -0.766 0.0 0.0 0.0
C -4.407 -1.231 -0.024 -0.1 0.1 0.0
N -3.117 -1.050 0.270 0.0 -0.3 -0.1
C -2.268 -1.992 -0.162 0.0 0.0 0.0
C -2.645 -3.075 -0.922 -0.1 0.0 0.0
H -5.383 -4.528 -2.007 0.0 0.0 0.0
H -3.787 -5.068 -2.135 0.0 0.0 0.0
H -5.947 -2.364 -0.965 0.0 0.0 0.0
H -5.092 -0.489 0.362 0.0 0.0 0.0
H -1.236 -1.874 0.144 0.0 0.0 0.0
H -1.893 -3.779 -1.253 0.0 0.0 0.0
Cl -2.353 2.449 -1.144 0.1 0.0 -0.1
C -3.348 1.751 0.217 -0.1 -0.2 0.1
H -4.181 1.288 -0.312 -0.1 0.1 0.0
H -3.727 2.621 0.750 0.0 0.1 0.0



Record 4
13
Properties=species:S:1:pos:R:3:forces:R:3 method="wB97M-V/def2-TZVPD" smiles="CCCC=O" max_force_ha_per_bohr=0.0105 relative_energy_kcal_mol=8.9 total_charge=0 total_energy_ev=-6324.7819 e_homo_ev=-9.88
C 1.610 -0.193 -0.694 0.1 -0.1 0.0
C 0.265 0.464 -0.408 0.0 0.1 0.0
C -0.803 -0.445 0.211 0.0 0.0 0.0
C -1.734 0.380 1.080 0.1 0.2 0.2
O -1.356 1.318 1.741 -0.3 -0.4 -0.2
H 1.548 -0.988 -1.445 0.0 0.1 0.1
H 2.032 -0.622 0.222 -0.1 0.0 -0.1
H 2.317 0.559 -1.061 -0.1 -0.2 0.0
H 0.416 1.279 0.307 0.1 -0.1 -0.2
H -0.141 0.909 -1.325 0.1 0.0 0.1
H -1.382 -1.011 -0.529 0.1 0.1 0.1
H -0.336 -1.192 0.872 -0.1 0.1 0.0
H -2.805 0.094 1.095 0.1 -0.1 0.0



Record 5
27
Properties=species:S:1:pos:R:3:forces:R:3 method="wB97M-V/def2-TZVPD" smiles=O.O.O.O.O.O.O.O.O max_force_ha_per_bohr=0.0542 relative_energy_kcal_mol=59.2 total_charge=0 total_energy_ev=-18719.5676 e_homo_ev=-10.81
O -1.889 -0.691 -1.404 1.7 0.2 0.5
H -2.265 -1.372 -0.892 -0.9 -1.2 0.9
H -2.494 -0.410 -2.055 -1.0 0.1 -1.1
O 0.766 -0.249 -0.702 -0.2 -0.8 0.6
H 0.948 -1.032 -0.139 0.3 0.4 0.0
H -0.199 -0.305 -0.773 -0.1 0.3 -0.6
O -1.528 1.829 -0.235 2.2 -1.6 -0.4
H -0.704 2.283 0.021 -0.6 0.3 0.0
H -2.288 2.336 -0.102 -1.4 1.7 0.5
O -0.919 0.248 2.130 0.3 -0.5 1.1
H -1.329 0.831 2.772 0.1 -0.1 0.4
H -1.245 0.609 1.327 -0.4 0.5 -1.6
O -1.667 1.346 -3.162 -1.1 -0.2 -0.6
H -2.609 1.149 -3.400 1.4 0.5 0.5
H -1.541 1.205 -2.210 -0.2 0.3 -0.1
O 3.358 0.578 -1.023 -1.4 -0.1 -0.7
H 2.435 0.254 -1.141 0.4 -0.8 1.0
H 3.203 1.171 -1.758 1.2 0.9 -0.5
O 1.531 2.097 0.792 -0.5 1.5 1.0
H 1.278 1.366 0.264 -0.5 -1.7 -0.7
H 2.409 2.277 0.483 0.8 0.2 -0.2
O 1.701 -2.394 1.073 -0.9 0.4 0.8
H 2.159 -1.915 1.762 -0.4 0.5 0.9
H 2.435 -2.513 0.515 1.4 -0.7 -1.8
O -0.667 -2.639 2.869 -0.5 -1.0 0.8
H -0.647 -3.612 2.940 0.1 0.7 -0.1
H -0.233 -2.445 2.047 0.4 0.2 -0.6



Record 6
8
Properties=species:S:1:pos:R:3:forces:R:3 method="wB97M-V/def2-TZVPD" max_force_ha_per_bohr=0.0713 relative_energy_kcal_mol=20.7 total_charge=0 total_energy_ev=-37668.3103 e_homo_ev="-9.12 / -9.12"
C -0.415 -1.014 -0.160 3.2 -0.3 -0.8
O -0.484 0.256 -0.467 1.0 1.1 -1.2
O -3.392 -0.158 -1.543 0.5 -0.4 -2.2
S -3.669 1.345 0.788 -0.5 -1.8 -0.5
S -1.444 -1.818 0.697 -1.4 -1.4 1.2
S -3.823 -0.336 -0.200 -0.3 2.5 2.7
H 0.584 -1.456 -0.480 -1.2 0.2 0.2
H 0.330 0.451 -1.007 -1.3 0.2 0.7